No. 1
DFT (ωB97M-V/def2-TZVPD) results for a 17-piece molecular cluster, C46H130N4O30 overall.

CARTESIAN COORDINATES (ANGSTROEM)
C 4.692 -2.329 2.203
C 4.331 -2.736 3.636
O 3.113 -3.441 3.787
O 6.028 -1.815 2.139
H 3.967 -1.594 1.772
H 4.696 -3.283 1.606
H 4.201 -1.853 4.299
H 5.177 -3.235 4.062
H 3.000 -4.093 3.065
H 6.047 -0.861 2.050
C -5.293 -0.580 -1.800
C -4.622 -1.777 -1.197
O -3.644 -2.323 -2.111
O -4.316 0.469 -1.960
H -6.125 -0.275 -1.113
H -5.650 -0.799 -2.820
H -5.435 -2.500 -1.087
H -4.206 -1.413 -0.227
H -2.732 -2.000 -1.929
H -4.195 1.035 -1.177
C -4.115 1.242 2.256
C -2.760 0.828 2.712
O -1.960 1.981 2.727
O -4.091 1.600 0.907
H -4.501 2.106 2.868
H -4.877 0.511 2.398
H -2.344 0.110 1.980
H -2.784 0.383 3.713
H -1.108 1.766 2.297
H -3.253 2.084 0.765
C 5.444 4.216 -0.969
C 5.879 4.632 -2.382
O 5.785 3.622 -3.273
O 4.084 3.852 -0.791
H 5.667 5.025 -0.284
H 6.094 3.418 -0.694
H 6.946 4.803 -2.299
H 5.379 5.546 -2.740
H 4.886 3.606 -3.633
H 4.067 2.886 -1.058
C -1.163 -0.383 -3.691
C -0.872 -0.176 -2.190
O -1.323 -1.225 -1.365
O -0.781 0.785 -4.515
H -2.230 -0.562 -3.872
H -0.619 -1.260 -4.086
H -1.254 0.779 -1.906
H 0.221 0.056 -1.977
H -0.821 -1.282 -0.548
H -1.658 1.142 -4.729
C 3.817 3.487 2.761
C 3.536 4.900 2.463
O 2.509 5.078 1.486
O 4.265 2.704 1.683
H 3.008 2.942 3.221
H 4.620 3.521 3.489
H 4.485 5.372 2.171
H 3.236 5.392 3.413
H 2.834 5.094 0.599
H 4.146 3.257 0.918
C -2.289 5.901 2.995
C -3.329 5.278 3.900
O -4.603 5.877 3.625
O -2.813 5.934 1.631
H -1.455 5.224 2.987
H -1.918 6.902 3.342
H -3.028 5.313 4.964
H -3.585 4.204 3.689
H -4.568 6.774 3.982
H -3.705 6.290 1.694
C 1.487 0.375 5.649
C 0.968 -1.055 5.889
O -0.410 -1.066 6.237
O 0.847 1.143 4.688
H 2.570 0.252 5.355
H 1.446 0.926 6.605
H 1.567 -1.442 6.714
H 1.133 -1.652 4.985
H -0.636 -1.925 6.562
H 0.023 1.478 5.103
C 1.224 4.437 -2.909
C 0.761 3.183 -3.625
O 1.728 2.219 -3.539
O 2.279 4.985 -3.745
H 1.584 4.213 -1.928
H 0.320 5.120 -2.857
H 0.677 3.570 -4.638
H -0.298 2.808 -3.383
H 1.260 1.358 -3.674
H 2.510 5.862 -3.395
C 6.938 0.909 -0.075
O 5.822 0.617 0.684
H 6.749 1.228 -1.102
H 7.544 1.721 0.435
H 7.602 0.056 -0.075
H 5.354 1.316 1.161
C -2.516 2.069 5.989
O -1.248 1.592 6.545
H -2.413 2.365 4.984
H -3.339 1.357 5.956
H -2.785 2.908 6.593
H -1.273 0.653 6.734
C -4.372 0.385 -5.564
O -3.361 1.149 -4.870
H -5.174 1.081 -5.733
H -4.000 -0.016 -6.495
H -4.673 -0.475 -4.920
H -3.596 2.109 -4.968
C 4.250 0.415 -2.482
O 3.638 1.468 -1.800
H 4.640 -0.278 -1.761
H 3.570 -0.029 -3.191
H 5.145 0.855 -2.981
H 2.961 1.857 -2.307
C -6.311 3.401 -1.230
O -5.760 3.958 -2.417
C -6.175 3.190 -3.557
C -5.523 3.925 -4.772
N -4.086 3.808 -4.708
C -3.336 4.642 -5.695
C -1.852 4.543 -5.356
O -1.557 5.356 -4.224
C -1.032 6.604 -4.567
H -6.230 4.091 -0.385
H -5.806 2.473 -1.098
H -7.383 3.185 -1.398
H -7.279 3.158 -3.617
H -5.746 2.214 -3.431
H -5.945 4.912 -4.770
H -5.863 3.427 -5.675
H -3.785 4.068 -3.794
H -3.634 5.701 -5.714
H -3.586 4.145 -6.659
H -1.345 4.824 -6.301
H -1.614 3.511 -5.170
H -0.032 6.534 -5.032
H -0.883 7.269 -3.683
H -1.739 7.150 -5.203
C -1.598 -5.057 -2.032
O -1.534 -5.137 -0.648
C -2.817 -5.344 -0.112
C -3.293 -6.835 -0.163
N -2.440 -7.698 0.684
C -1.159 -8.071 0.121
C -0.396 -9.148 0.866
O -0.026 -8.565 2.082
C 0.523 -9.517 2.971
H -1.911 -5.993 -2.498
H -0.506 -4.964 -2.383
H -2.170 -4.206 -2.434
H -3.562 -4.654 -0.543
H -2.753 -5.204 0.996
H -3.361 -7.156 -1.236
H -4.301 -6.956 0.187
H -2.987 -8.521 0.901
H -0.516 -7.213 0.000
H -1.214 -8.408 -0.941
H 0.525 -9.382 0.295
H -0.989 -10.105 1.020
H -0.151 -10.308 3.358
H 0.806 -8.949 3.854
H 1.364 -10.070 2.521
C -0.533 -2.776 1.861
O -0.206 -1.620 1.121
C 0.690 -0.815 1.877
C 1.065 0.358 1.097
N -0.003 1.296 0.835
C 0.344 2.591 0.175
C -0.777 3.522 -0.026
O -1.894 2.825 -0.536
C -2.750 3.804 -1.150
H 0.426 -3.359 2.120
H -1.213 -3.286 1.196
H -0.993 -2.618 2.816
H 1.617 -1.317 2.077
H 0.166 -0.469 2.806
H 1.564 -0.072 0.220
H 1.864 0.968 1.685
H -0.687 0.851 0.224
H 0.724 2.389 -0.817
H 1.041 3.169 0.760
H -0.393 4.295 -0.743
H -1.062 4.082 0.850
H -3.633 3.342 -1.515
H -2.244 4.285 -2.002
H -3.096 4.579 -0.390
C 3.032 -3.041 -1.995
O 2.919 -4.104 -1.059
C 1.697 -4.028 -0.340
C 1.641 -5.247 0.587
N 2.719 -5.353 1.555
C 2.839 -6.705 2.124
C 4.055 -7.404 1.459
O 5.216 -6.563 1.554
C 5.778 -6.590 2.847
H 2.891 -2.095 -1.489
H 2.145 -3.084 -2.688
H 3.957 -3.135 -2.521
H 0.834 -4.134 -0.992
H 1.630 -3.069 0.221
H 1.766 -6.100 -0.169
H 0.633 -5.311 1.108
H 3.614 -5.122 1.129
H 1.914 -7.264 2.013
H 3.047 -6.581 3.177
H 3.937 -7.677 0.380
H 4.225 -8.411 1.869
H 5.057 -6.572 3.651
H 6.431 -5.741 2.959
H 6.341 -7.557 2.987

The LUMO energy comes out at 0.0186 Ha. The HOMO energy comes out at -8.54 eV. The value obtained for the electronic energy is -117184.86804 eV.

Results of the Löwdin charge analysis, in e, for atoms 1 through 6: -0.221, -0.259, -0.100, -0.078, 0.121, 0.119

No. 2
DFT (ωB97M-V/def2-TZVPD) results for one molecule with the formula C4H10S.

CARTESIAN COORDINATES (ANGSTROEM)
C 0.682 -2.044 -0.198
C -0.091 -1.434 0.976
C -0.837 -0.120 0.631
S 0.477 0.789 -0.183
C -0.629 1.973 -0.929
H 0.312 -1.677 -1.158
H 0.830 -3.151 -0.112
H 1.770 -1.695 -0.248
H -0.701 -2.162 1.580
H 0.618 -1.173 1.843
H -1.627 -0.269 -0.073
H -1.131 0.437 1.574
H -1.216 2.705 -0.181
H -1.282 1.449 -1.680
H 0.047 2.664 -1.499

The LUMO energy comes out at 0.0366 Ha. The HOMO energy comes out at -8.46 eV. The value obtained for the electronic energy is -15144.44186 eV. As for the structure (SMILES): CCCSC.

Results of the Löwdin charge analysis, in e, for atoms 1 through 6: -0.193, -0.372, -0.504, 0.805, -0.472, 0.047

No. 3
DFT (ωB97M-V/def2-TZVPD) results for a 6-piece molecular cluster, C20H36Br4N4 overall.

CARTESIAN COORDINATES (ANGSTROEM)
C -1.143 4.234 4.588
C -0.058 3.539 3.779
C -0.515 2.197 3.224
C -1.671 2.307 2.338
N -2.553 2.409 1.613
H -0.767 5.146 5.048
H -1.570 3.600 5.371
H -1.984 4.497 3.941
H 0.846 3.368 4.362
H 0.191 4.186 2.935
H -0.729 1.492 4.030
H 0.274 1.721 2.638
C -0.381 -4.799 1.674
C -0.150 -3.741 0.603
C -1.117 -2.571 0.734
C -0.954 -1.819 1.978
N -0.853 -1.239 2.964
H 0.249 -5.671 1.516
H -1.426 -5.118 1.672
H -0.172 -4.386 2.662
H -0.226 -4.163 -0.400
H 0.871 -3.359 0.707
H -2.141 -2.952 0.715
H -0.993 -1.851 -0.079
C -4.108 -0.404 -0.164
C -4.354 -1.574 -1.103
C -4.544 -1.092 -2.548
C -4.816 -2.185 -3.470
N -5.039 -3.053 -4.185
H -3.249 0.147 -0.564
H -3.766 -0.794 0.796
H -4.921 0.304 -0.050
H -5.283 -2.089 -0.840
H -3.546 -2.301 -1.042
H -3.672 -0.534 -2.899
H -5.359 -0.365 -2.563
C -0.484 0.806 -1.889
C 1.001 0.505 -1.829
C 1.604 0.683 -0.417
C 1.406 2.049 0.058
N 1.250 3.121 0.431
H -1.055 0.002 -1.409
H -0.817 0.829 -2.928
H -0.759 1.739 -1.400
H 1.548 1.192 -2.482
H 1.247 -0.499 -2.173
H 2.674 0.489 -0.448
H 1.112 0.001 0.281
Br 4.660 6.149 -2.665
C 3.806 5.300 -1.148
C 4.554 4.102 -0.665
Br 4.697 2.704 -2.007
H 2.792 5.047 -1.438
H 3.797 6.036 -0.348
H 4.066 3.664 0.197
H 5.574 4.355 -0.384
Br 4.064 -1.750 -1.754
C 3.085 -3.415 -1.700
C 3.698 -4.422 -2.631
Br 2.569 -6.002 -2.649
H 2.055 -3.198 -1.979
H 3.051 -3.767 -0.672
H 4.667 -4.765 -2.286
H 3.770 -4.043 -3.644

The LUMO energy comes out at 0.0088 Ha. The HOMO energy comes out at -10.12 eV. The value obtained for the electronic energy is -307454.10860 eV. As for the structure (SMILES): BrCCBr.BrCCBr.CCCC#N.CCCC#N.CCCC#N.CCCC#N.

Results of the Löwdin charge analysis, in e, for atoms 1 through 6: -0.111, -0.266, -0.223, -0.245, 0.151, 0.070